C6H15Cs3NO4S | ωB97M-V/def2-TZVPD

Structure (XYZ):
```
30
Properties=species:S:1:pos:R:3
Cs 0.8422 2.9212 6.2518
Cs -2.7755 3.4478 3.4024
Cs -1.0808 -0.3371 4.4469
S 0.5013 2.2875 2.6252
O 0.2813 3.4679 3.5446
O 1.2612 1.2426 3.3670
O -0.8909 1.7538 2.4096
O 1.1686 2.7428 1.4453
C 0.6598 -2.5435 -2.6318
C 0.4880 -2.1044 -1.1910
N 0.0529 -0.7177 -1.1037
C -0.8155 -0.4308 0.0133
C -2.1341 -1.1851 -0.0271
C 1.1505 0.2397 -1.2026
C 0.9302 1.2503 -2.3291
H 1.4553 -2.0016 -3.1424
H -0.2861 -2.4059 -3.1568
H 0.9054 -3.6076 -2.6799
H -0.2466 -2.7581 -0.7191
H 1.4435 -2.2324 -0.6580
H -0.3205 -0.5361 1.0024
H -1.0384 0.6389 0.0024
H -2.4654 -1.2564 -1.0663
H -2.0871 -2.2059 0.3573
H -2.9280 -0.6533 0.5047
H 2.1117 -0.2557 -1.3668
H 1.2605 0.7828 -0.2570
H 1.7060 2.0142 -2.3372
H -0.0518 1.7144 -2.2170
H 0.9023 0.7276 -3.2873
```

Values from the calculation:
Total charge: +1
Gap between HOMO and LUMO (eV): 5.44


C65H69N7OS3Zr | ωB97M-V/def2-TZVPD

Structure (XYZ):
```
146
Properties=species:S:1:pos:R:3
Zr 1.3807 1.0880 0.0514
C 2.6170 -0.8798 -0.9213
C 3.0131 -1.0570 0.4290
C 3.8768 0.0608 0.7585
C 3.8861 0.8944 -0.3858
C 3.1561 0.3119 -1.4467
C 3.2826 0.7401 -2.9023
C 2.8387 2.1924 -3.0968
C 2.4967 -0.1936 -3.8217
C 4.7698 0.6334 -3.2788
C 4.9593 0.2371 1.8524
C 5.8708 1.4312 1.5304
C 5.8855 -0.9925 1.8072
C 4.4878 0.4368 3.2973
C 2.7365 -2.4127 1.0982
C 2.6524 -2.3762 2.6231
C 1.4112 -2.9946 0.5833
C 3.8084 -3.4279 0.6519
H 1.9881 -1.5580 -1.4747
H 4.4598 1.8007 -0.4841
H 1.7894 2.3334 -2.8238
H 2.9584 2.4897 -4.1408
H 3.4312 2.8787 -2.4887
H 1.4377 -0.2147 -3.5708
H 2.8792 -1.2147 -3.7584
H 2.6022 0.1343 -4.8577
H 5.3796 1.3223 -2.6933
H 4.9069 0.8763 -4.3343
H 5.1401 -0.3791 -3.1099
H 6.3689 1.3196 0.5667
H 6.6452 1.4877 2.2961
H 5.3426 2.3827 1.5479
H 6.1513 -1.2555 0.7821
H 5.4454 -1.8589 2.2907
H 6.8055 -0.7603 2.3457
H 4.1720 1.4630 3.4702
H 5.3300 0.2495 3.9667
H 3.6808 -0.2258 3.5896
H 1.9067 -1.6522 2.9622
H 3.6038 -2.1418 3.0893
H 2.3511 -3.3592 2.9908
H 0.5941 -2.2801 0.6818
H 1.1728 -3.8926 1.1570
H 1.5013 -3.3011 -0.4589
H 4.8049 -3.1888 1.0035
H 3.8425 -3.4826 -0.4378
H 3.5482 -4.4185 1.0322
O 2.0685 5.2001 -1.0497
C 1.4737 4.1744 -0.7742
N 1.9074 3.1938 0.0607
C 2.8881 3.6580 1.0230
C 2.5047 3.0700 2.3481
C 2.7704 3.7100 3.5498
C 2.3450 3.1340 4.7332
C 1.6824 1.9162 4.6808
C 1.4691 1.3347 3.4485
N 1.8512 1.8973 2.2971
C 0.0575 3.9774 -1.2356
C -0.5354 4.8937 -2.0906
C -1.8983 4.7988 -2.3109
C -2.6061 3.7936 -1.6680
C -1.9160 2.9009 -0.8661
N -0.6044 2.9816 -0.6489
H 3.9091 3.3705 0.7645
H 2.8877 4.7479 1.0757
H 3.2886 4.6593 3.5428
H 2.5286 3.6252 5.6795
H 1.3465 1.4142 5.5775
H 0.9822 0.3760 3.3628
H 0.0757 5.6731 -2.5236
H -2.4049 5.5065 -2.9539
H -3.6773 3.6997 -1.7885
H -2.4298 2.0901 -0.3680
N 0.0972 0.4475 -1.5866
S -1.1180 -0.0557 -2.2065
N -2.4752 -0.2523 -1.3039
S -2.9702 -1.2647 -0.2642
N -2.2183 -1.5591 1.0597
S -1.3188 -0.4595 1.8764
N -0.1199 0.0150 1.1978
C -2.4452 0.8036 2.4109
C -2.0368 2.1211 2.3034
C -2.8961 3.1240 2.7366
C -4.1286 2.7935 3.2775
C -4.5147 1.4605 3.4015
C -3.6696 0.4542 2.9732
C -1.0716 -1.4104 3.3623
C -0.8609 -2.7799 3.2743
C -0.5535 -3.4888 4.4241
C -0.4550 -2.8321 5.6435
C -0.6689 -1.4629 5.7198
C -0.9796 -0.7416 4.5767
C -4.6050 -0.6764 0.0889
C -5.4161 -1.5046 0.8560
C -6.6813 -1.0620 1.1989
C -7.1158 0.1919 0.7821
C -6.2942 1.0024 0.0130
C -5.0258 0.5688 -0.3479
C -3.2223 -2.8766 -0.9414
C -3.7847 -2.9370 -2.2110
C -3.9759 -4.1772 -2.7922
C -3.6186 -5.3305 -2.1022
C -3.0722 -5.2515 -0.8293
C -2.8658 -4.0149 -0.2355
C -1.8060 1.0156 -3.4468
C -0.9023 1.8320 -4.1079
C -1.3620 2.6636 -5.1195
C -2.7068 2.6669 -5.4579
C -3.6018 1.8379 -4.7899
C -3.1552 1.0023 -3.7797
C -0.9315 -1.6072 -3.0563
C -0.4312 -2.6533 -2.2946
C -0.2219 -3.8849 -2.8893
C -0.5022 -4.0562 -4.2402
C -0.9924 -2.9999 -4.9934
C -1.2134 -1.7607 -4.4056
H -1.0695 2.3613 1.8799
H -2.5950 4.1598 2.6541
H -4.7930 3.5761 3.6193
H -5.4707 1.2106 3.8414
H -3.9470 -0.5861 3.0833
H -0.9328 -3.2829 2.3220
H -0.3917 -4.5570 4.3684
H -0.2183 -3.3908 6.5389
H -0.6066 -0.9545 6.6725
H -1.1578 0.3246 4.6390
H -5.0672 -2.4784 1.1779
H -7.3314 -1.6956 1.7866
H -8.1066 0.5326 1.0518
H -6.6414 1.9726 -0.3156
H -4.3791 1.1802 -0.9609
H -4.0572 -2.0330 -2.7409
H -4.4044 -4.2460 -3.7827
H -3.7740 -6.2981 -2.5604
H -2.8059 -6.1532 -0.2948
H -2.4371 -3.9315 0.7522
H 0.1424 1.8185 -3.8343
H -0.6661 3.3072 -5.6407
H -3.0627 3.3151 -6.2476
H -4.6495 1.8425 -5.0596
H -3.8450 0.3571 -3.2540
H -0.2071 -2.4986 -1.2473
H 0.1656 -4.7085 -2.3033
H -0.3294 -5.0159 -4.7089
H -1.1986 -3.1335 -6.0467
H -1.5879 -0.9382 -4.9984
```

Values from the calculation:
Total charge: +2
Gap between HOMO and LUMO (eV): 7.86
ΔE to the lowest compared entry with this formula, charge and spin (eV): 0.0000


C4H13N3O | ωB97M-V/def2-TZVPD

Structure (XYZ):
```
21
Properties=species:S:1:pos:R:3
C 0.7255 -1.2935 1.1280
C 1.7968 -0.8714 -1.0292
N 0.6468 -0.5670 -0.1569
C 0.3722 0.8897 0.0181
N 0.3640 1.5829 -1.2007
N 0.5306 1.3565 1.1903
H 0.4309 2.5832 -1.0745
H -0.4407 1.3268 -1.7619
H 0.3479 2.3536 1.2382
H -0.1855 -1.0760 1.6761
H 2.7194 -0.5675 -0.5312
H 0.7856 -2.3608 0.9158
H 1.5947 -0.9636 1.6935
H 1.6997 -0.3268 -1.9631
H 1.8273 -1.9432 -1.2233
C -2.5749 0.1392 0.3686
O -1.6415 -0.0684 -0.6392
H -0.4598 -0.8319 -0.6420
H -3.4457 0.6907 -0.0121
H -2.9408 -0.7995 0.8155
H -2.1524 0.7469 1.1899
```

Values from the calculation:
Gap between HOMO and LUMO (eV): 8.99
ΔE to the lowest compared entry with this formula, charge and spin (eV): 3.0978


C33H46NP3Pd | ωB97M-V/def2-TZVPD

Structure (XYZ):
```
84
Properties=species:S:1:pos:R:3
P 3.4032 -1.6031 -2.7776
P 0.8301 -4.1063 -2.0781
C 3.4148 -3.4281 -3.0234
C 2.1385 -4.2032 -3.3540
H 3.9800 -3.8772 -2.1958
H 4.0562 -3.5274 -3.9137
H 1.7317 -3.9113 -4.3301
H 2.4134 -5.2655 -3.4206
C 1.4898 -5.3892 -0.9491
H 0.9007 -5.4284 -0.0316
H 2.5318 -5.1708 -0.6958
H 1.4394 -6.3567 -1.4508
C -0.5035 -4.9360 -2.9801
H -0.2455 -6.0009 -3.0785
H -0.6073 -4.4742 -3.9741
H -1.4400 -4.8252 -2.4240
C 5.1877 -1.4385 -2.5765
H 5.4836 -0.3973 -2.4071
H 5.6414 -1.8053 -3.5070
H 5.5087 -2.0668 -1.7343
C 3.0595 -1.0538 -4.4615
H 2.1087 -1.4524 -4.8389
H 3.8615 -1.4750 -5.0831
H 3.0782 0.0350 -4.5869
Pd 0.1011 1.5272 -0.8985
C -1.0632 -2.0765 -0.6762
C -0.1350 -2.1765 0.3418
C 1.3739 -2.3563 0.4116
C 2.5425 -1.3889 0.0810
C 2.7128 -0.7658 -1.3293
C 1.3998 -0.0568 -1.8320
C 0.5529 -1.1516 -2.3586
C -0.9166 -1.2820 -1.9693
C 0.8509 3.1839 -0.2751
H -2.1169 -2.2442 -0.4186
H -0.5819 -2.0691 1.3464
H 1.6812 -3.3246 -0.0449
H 1.5101 -2.5178 1.4974
H 2.5195 -0.5145 0.7445
H 3.4678 -1.9218 0.3784
H 3.5359 -0.0390 -1.2402
H 1.5586 0.7393 -2.5969
H 1.0292 -2.1214 -2.0178
H 0.6515 -1.0973 -3.4551
H -1.3801 -0.2580 -1.9069
H -1.4076 -1.8640 -2.7761
H 0.1932 4.0429 -0.4791
H 1.7891 3.1811 -0.8617
H 1.0168 2.9871 0.7999
N -1.1036 1.1036 0.6737
P -1.7473 2.0693 1.8189
C -0.5923 2.4766 3.1633
C 0.4945 1.6051 3.3348
C 1.4246 1.8249 4.3530
C 1.2465 2.8847 5.2484
C 0.1496 3.7386 5.1015
C -0.7751 3.5341 4.0747
C -2.3772 3.5292 0.9609
C -2.0535 4.8419 1.3127
C -2.5497 5.8917 0.5238
C -3.3433 5.6232 -0.5910
C -3.6401 4.3030 -0.9495
C -3.1603 3.2537 -0.1656
C -3.2371 1.4782 2.7068
C -4.0038 2.3687 3.4834
C -5.1625 1.9216 4.1241
C -5.5663 0.5860 4.0020
C -4.7988 -0.2952 3.2376
C -3.6334 0.1423 2.5995
H 0.5952 0.7584 2.6505
H 2.2855 1.1682 4.4451
H 1.9585 3.0359 6.0587
H 0.0095 4.5686 5.7976
H -1.6302 4.2078 3.9917
H -1.4220 5.0529 2.1754
H -2.3023 6.9141 0.7957
H -3.7359 6.4442 -1.1959
H -4.2375 4.0787 -1.8300
H -3.3635 2.2148 -0.4366
H -3.7120 3.4078 3.5860
H -5.7601 2.6161 4.7198
H -6.4715 0.2428 4.4985
H -5.1128 -1.3308 3.1347
H -3.0198 -0.5380 2.0035
```

Values from the calculation:
Total charge: +2
Gap between HOMO and LUMO (spin up / spin down) (eV): 6.55 / 4.36
<S²>: 6.02
Multiplicity: 5


C7H14 | ωB97M-V/def2-TZVPD

Structure (XYZ):
```
21
Properties=species:S:1:pos:R:3
C 1.0257 -0.9628 0.9391
C 0.8989 -1.0644 -0.5908
C 0.9545 0.2651 -1.3656
C -0.1147 1.2714 -0.9110
C -1.4826 0.6729 -0.6390
C -1.4316 -0.1885 0.9811
C -0.0368 -0.0472 1.5648
H 1.9997 -0.5248 1.1878
H 1.0320 -1.9836 1.3510
H 1.7084 -1.7058 -0.9572
H -0.0298 -1.5952 -0.8441
H 1.9245 0.7436 -1.1856
H 0.9199 0.0292 -2.4400
H 0.2513 1.5926 0.1170
H -0.0739 2.2419 -1.4137
H -2.2790 1.4329 -0.7502
H -1.7355 -0.1814 -1.2726
H -2.1991 0.1254 1.7130
H -1.6784 -1.1935 0.6307
H 0.0567 0.0816 2.6472
H 0.2898 0.9907 1.2381
```

Values from the calculation:
Gap between HOMO and LUMO (eV): 11.15
ΔE to the lowest compared entry with this formula, charge and spin (eV): 1.6546
SMILES string: C1CCCCCC1


C6H4Br2N3O2 | ωB97M-V/def2-TZVPD

Structure (XYZ):
```
17
Properties=species:S:1:pos:R:3
C -0.1768 -0.5617 -1.0448
C 1.4027 0.8966 -0.2716
C 1.1278 -0.4632 -0.4430
C 0.2453 1.5085 -0.7360
C -3.4146 -0.1269 -0.4271
C 2.4749 1.5762 0.5804
N -0.7069 0.6490 -1.2021
N -3.0612 -1.1640 0.0129
N -2.5894 -2.2079 0.7404
O -2.4678 -1.9484 1.9128
O -2.3000 -3.2324 0.1824
Br 1.9676 -2.0258 0.1864
Br 0.0147 3.3652 -0.6356
H -0.7662 -1.4181 -1.0660
H 2.1177 1.4697 1.6218
H 3.4692 0.9955 0.2993
H 2.6628 2.6877 0.2898
```

Values from the calculation:
Total charge: -1
Gap between HOMO and LUMO (eV): 5.17
ΔE to the lowest compared entry with this formula, charge and spin (eV): 2.6396


- Number 2 is which compound?
  C65H69N7OS3Zr


Repeat the fifth record exactly.
C7H14 | ωB97M-V/def2-TZVPD

Structure (XYZ):
```
21
Properties=species:S:1:pos:R:3
C 1.0257 -0.9628 0.9391
C 0.8989 -1.0644 -0.5908
C 0.9545 0.2651 -1.3656
C -0.1147 1.2714 -0.9110
C -1.4826 0.6729 -0.6390
C -1.4316 -0.1885 0.9811
C -0.0368 -0.0472 1.5648
H 1.9997 -0.5248 1.1878
H 1.0320 -1.9836 1.3510
H 1.7084 -1.7058 -0.9572
H -0.0298 -1.5952 -0.8441
H 1.9245 0.7436 -1.1856
H 0.9199 0.0292 -2.4400
H 0.2513 1.5926 0.1170
H -0.0739 2.2419 -1.4137
H -2.2790 1.4329 -0.7502
H -1.7355 -0.1814 -1.2726
H -2.1991 0.1254 1.7130
H -1.6784 -1.1935 0.6307
H 0.0567 0.0816 2.6472
H 0.2898 0.9907 1.2381
```

Values from the calculation:
Gap between HOMO and LUMO (eV): 11.15
ΔE to the lowest compared entry with this formula, charge and spin (eV): 1.6546
SMILES string: C1CCCCCC1